The following is a quantum chemistry calculation of a 2-piece molecular cluster, C3H4N2O2 overall, from the OMol25 dataset.

The LUMO energy is 0.858 eV. The relative energy (zero: lowest compared OMol25 entry of this formula, charge and spin) is 87.3 kcal per mole. The HOMO energy comes out at -9.808 eV. The structure (SMILES) is CN1C=N1.O=C=O.

Last column: Löwdin charge in e.
Element x y z (Å)
C 1.1142 2.1151 0.6053  -0.4432
O 0.0844 2.4560 1.0361  0.1739
N 0.0677 -0.1672 -0.2929  -0.1278
O 2.1739 1.8414 0.2030  0.1734
C -1.3485 -0.4613 -0.0642  -0.1102
N 1.0052 -1.0963 0.6091  0.1874
H 1.1746 -1.8843 -1.4500  0.1217
C 0.8661 -1.2708 -0.6119  -0.2062
H -1.9039 -0.1476 -0.9550  0.0820
H -1.6880 0.1375 0.7851  0.0744
H -1.5458 -1.5224 0.1354  0.0747



The following is a quantum chemistry calculation of one molecule with the formula C3H4N2O2S, from the OMol25 dataset.

The LUMO energy is -0.373 eV. The relative energy (zero: lowest compared OMol25 entry of this formula, charge and spin) is 47.8 kcal per mole. The HOMO energy comes out at -9.426 eV. The structure (SMILES) is O=CN(C=O)NC=S.

Last column: Löwdin charge in e.
Element x y z (Å)
S -2.9224 -0.2530 0.0538  0.6509
H 1.6094 -2.1365 -0.2945  0.1584
C 1.2386 1.1940 0.0617  -0.2637
O 0.4777 2.1393 -0.0699  0.0597
N -0.3243 -0.5505 -0.5170  -0.0408
C 1.9843 -1.0764 -0.0954  -0.2162
N 0.9536 -0.1036 -0.2552  -0.0900
O 3.0940 -0.7707 0.3025  0.0473
C -1.3274 -0.3025 0.4507  -0.6765
H 2.2894 1.3673 0.3977  0.1525
H -0.6453 -0.1182 -1.3811  0.1253
H -0.8472 -0.3248 1.4606  0.0933



The following is a quantum chemistry calculation of C3H4N2O2S as an isolated structure, from the OMol25 dataset.

The LUMO energy is -0.653 eV. The relative energy (zero: lowest compared OMol25 entry of this formula, charge and spin) is 165.8 kcal per mole. The HOMO energy comes out at -9.253 eV.

Last column: Löwdin charge in e.
Element x y z (Å)
H -1.9512 1.0020 1.5065  0.0112
C -1.4185 -0.9859 -0.1837  -0.3905
C -0.6010 0.3474 -0.3774  -0.6333
C 0.7528 0.0716 -0.0314  -0.5413
O -2.5358 -1.2895 -0.4194  0.1597
S -1.4267 1.7516 0.2868  0.7770
H -0.5820 0.4658 -1.4274  0.1042
H 3.0031 -0.6807 -0.5315  0.2975
N 2.0796 0.4601 -0.3393  -0.0413
O -0.4383 -1.7214 0.6182  -0.0218
H 2.3787 1.6277 0.2528  0.2219
N 0.7394 -1.0487 0.6456  0.0565



The following is a quantum chemistry calculation of one molecule with the formula C3H4N2O2S, from the OMol25 dataset.

The LUMO energy is -1.499 eV. The relative energy (zero: lowest compared OMol25 entry of this formula, charge and spin) is 167.7 kcal per mole. The HOMO energy comes out at -9.324 eV. The structure (SMILES) is C=NOC(=S)NC=O.

Last column: Löwdin charge in e.
Element x y z (Å)
H 1.8161 0.4143 0.7898  0.1412
C 1.9808 -0.5791 0.1770  -0.2966
C -1.4331 2.0808 -0.3096  0.1153
H -0.8610 3.1602 -0.3346  0.0869
C -0.6331 -1.2229 0.0288  -0.9109
O 3.1142 -0.9878 -0.1615  0.0127
S -1.7561 -2.4090 -0.0616  0.7095
O -1.0924 -0.0020 0.4320  -0.2657
H 0.8927 -2.3494 -0.2774  0.1864
H -2.6296 1.9979 -0.2328  0.1143
N -0.1705 1.1352 0.0640  0.0668
N 0.7720 -1.2382 -0.1141  0.0401



The following is a quantum chemistry calculation of one molecule with the formula C3H4N2O2S, from the OMol25 dataset.

The LUMO energy (alpha / beta) is 0.123 / -2.187 eV. Its multiplicity is 3. The relative energy (zero: lowest compared OMol25 entry of this formula, charge and spin) is 0.0 kcal per mole. The HOMO energy (alpha / beta) comes out at -6.916 / -9.053 eV.

Last column: Löwdin charge in e.
Element x y z (Å)
C -1.3272 -0.2169 -0.1075  -0.9100
O 1.6268 1.6792 0.8741  0.0687
N -0.2972 0.7020 0.0785  0.0255
C 1.1014 0.5289 0.2783  -0.2818
H 1.0524 2.4293 0.6784  0.1014
O 2.0394 -1.2875 -0.9895  0.0979
H -0.5599 1.6393 -0.0283  0.0824
H -1.6186 -2.3139 0.0415  0.1125
H 0.0154 -1.8888 0.2170  0.1156
S -2.8025 0.4707 -0.3052  0.6349
C 1.7061 -0.1893 -0.6550  -0.1482
N -0.9360 -1.5530 -0.0823  0.1011



The following is a quantum chemistry calculation of one molecule with the formula C3H4N2O2S2, from the OMol25 dataset.

The LUMO energy (alpha / beta) is -0.925 / -3.182 eV. The relative energy (zero: lowest compared OMol25 entry of this formula, charge and spin) is 78.5 kcal per mole. The HOMO energy (alpha / beta) comes out at -9.337 / -8.423 eV.

Last column: Löwdin charge in e.
Element x y z (Å)
O 1.7061 0.4322 0.1555  -0.1158
N 0.1630 -0.8914 1.2762  0.0102
S 2.1508 0.2524 2.7154  0.8410
C -0.4920 -1.0619 -0.0154  -0.1959
H -1.5323 2.0963 -1.0322  0.0835
H 0.1594 -1.7720 -0.7052  0.1424
H -1.4964 -1.6387 -0.0635  0.1513
N -1.3782 1.2877 -0.3727  0.1184
S 0.3282 0.5461 -2.1750  0.9519
O -0.1339 1.8899 -2.4771  -0.5666
H -0.0885 -1.3111 2.1343  0.1081
C 1.3358 -0.1038 1.2532  -0.9262
C -0.7220 0.2742 -0.6936  -0.6020



The following is a quantum chemistry calculation of one molecule with the formula C3H4N2O3, from the OMol25 dataset.

The LUMO energy is 0.609 eV. The relative energy (zero: lowest compared OMol25 entry of this formula, charge and spin) is 69.5 kcal per mole. The HOMO energy comes out at -8.715 eV. The structure (SMILES) is Nc1cn(O)c(=O)o1.

Last column: Löwdin charge in e.
Element x y z (Å)
H -2.3973 -1.4553 -0.3379  0.1066
C 0.4236 -1.1116 -0.3372  0.0008
N -0.8581 -0.5452 -0.3038  -0.0783
O -1.8108 -1.3203 0.3967  0.0701
O -1.6581 1.5861 0.0601  0.1371
N 2.6325 -0.1708 0.2632  0.1152
C -0.7580 0.7854 -0.0178  -0.4045
H 0.7069 -2.1620 -0.1795  0.1442
H 2.7575 0.6118 0.8865  0.0896
O 0.6733 1.0999 -0.1215  0.1104
C 1.2648 -0.1433 -0.0220  -0.3888
H 3.2942 -0.0913 -0.5044  0.0974



The following is a quantum chemistry calculation of one molecule with the formula C3H4N2O3, from the OMol25 dataset.

The LUMO energy is 0.439 eV. The relative energy (zero: lowest compared OMol25 entry of this formula, charge and spin) is 174.4 kcal per mole. The HOMO energy comes out at -9.184 eV. The structure (SMILES) is Cc1no/c(=N\O)o1.

Last column: Löwdin charge in e.
Element x y z (Å)
C -1.1426 1.1934 -1.8187  -0.0398
N 0.7263 -0.7376 2.2023  0.0076
H -0.7702 2.3562 -2.3130  0.1520
O 1.5261 -1.8374 2.4787  -0.1111
O -0.2038 0.7740 0.5974  0.0757
C 0.7312 -0.4420 1.0098  -0.3282
H -1.1996 0.3151 -2.7270  0.1486
N 0.4878 -0.3545 -1.1396  0.1121
H 0.9711 -2.1582 3.5067  0.2581
O 1.0742 -1.1046 -0.0696  0.0773
H -2.0235 1.3378 -0.9816  0.1241
C -0.1770 0.6578 -0.7453  -0.4763



The following is a quantum chemistry calculation of one molecule with the formula C3H4N2O3, from the OMol25 dataset.

The LUMO energy is 0.350 eV. The relative energy (zero: lowest compared OMol25 entry of this formula, charge and spin) is 127.9 kcal per mole. The HOMO energy comes out at -9.554 eV. The structure (SMILES) is O=C[C@H]1ON=CNO1.

Last column: Löwdin charge in e.
Element x y z (Å)
N 1.0417 1.2302 0.0257  0.0119
O -2.8337 0.4585 -0.1775  0.0945
C -2.1031 -0.4974 -0.0169  -0.1760
C -0.6703 -0.2856 0.1585  -0.3723
C 1.8959 0.1146 -0.0215  -0.1999
H 1.4388 1.8013 -0.7803  0.1653
O 0.1040 -1.2846 -0.4376  -0.0419
H -2.4586 -1.6175 0.2086  0.1757
H -0.5145 -0.2167 1.2828  0.1905
H 2.9441 0.3208 0.1601  0.1336
O -0.3254 1.0382 -0.3025  -0.0507
N 1.4810 -1.0619 -0.0995  0.0692



The following is a quantum chemistry calculation of one molecule with the formula C3H4N2O3, from the OMol25 dataset.

The LUMO energy is 0.591 eV. The relative energy (zero: lowest compared OMol25 entry of this formula, charge and spin) is 127.7 kcal per mole. The HOMO energy comes out at -9.131 eV. The structure (SMILES) is O/N=C1\COC=NO1.

Last column: Löwdin charge in e.
Element x y z (Å)
O -0.1355 1.0714 -1.4349  -0.0194
O 1.0219 -2.2801 0.7573  -0.0620
H -0.5133 -1.0731 -1.3300  0.1386
H 1.2143 -0.3955 -1.0334  0.1582
H -0.7638 2.9758 -0.9798  0.1484
H 1.2934 -2.9696 1.3219  0.0704
C -0.7455 1.9353 -0.6342  -0.2831
O -0.7076 0.7088 1.3547  -0.0346
C 0.0843 -0.2854 -0.8189  -0.0141
N 0.3303 -1.3344 1.4873  0.0458
C -0.1476 -0.3610 0.7206  -0.3006
N -0.9311 2.0079 0.5894  0.1525



Question: Which formula does entry 8 have?
Answer: C3H4N2O3